Entry 1:
This record from the OMol25 dataset describes one molecule with the formula C5H7FS. The level of theory is ωB97M-V/def2-TZVPD.

Output
Structure (SMILES): F[C@@H]1[C@@H]2CCS[C@@H]12
E_LUMO, eV: 0.9146
Total charge: 0
E_HOMO, eV: -8.7
Energy relative to the best compared isomer or geometry (same formula, charge and spin), kcal per mole: 93.46
Strongest force on any atom, eV Å⁻¹: 5.76
HOMO-LUMO gap, eV: 9.6

Geometry as XYZ:
```
14
Properties=species:S:1:pos:R:3:forces:R:3:nbo_charge:R:1
C -1.747 -0.646 0.320 -2.019 -2.140 1.885 0.258
C -0.560 0.216 0.404 -1.651 2.086 3.319 -0.340
C 0.353 1.133 -0.178 4.021 1.967 -1.034 -0.398
C 1.721 0.256 -0.073 -0.975 -1.740 -2.266 -0.442
C -0.445 -0.880 -0.467 -1.204 -5.376 1.670 -0.393
H -2.085 -1.213 1.275 1.643 1.069 -1.331 0.194
H -0.305 0.060 1.478 0.369 -0.435 -0.931 0.243
H 0.088 1.218 -1.248 0.493 1.116 0.585 0.223
H 0.800 1.983 0.420 -1.649 0.084 -1.036 0.225
H 2.282 0.607 0.724 0.775 -0.002 2.221 0.191
H 2.467 0.288 -0.892 -0.950 0.194 -0.135 0.217
H -0.698 -0.839 -1.487 0.163 0.820 -1.263 0.236
F -2.977 -0.522 -0.275 0.546 0.618 -1.243 -0.347
S 1.107 -1.661 0.000 0.439 1.740 -0.441 0.132
```
Forces are in eV/Å.


Entry 2:
This record from the OMol25 dataset describes one molecule with the formula C5H10N2O5. The level of theory is ωB97M-V/def2-TZVPD.

Output
E_LUMO, eV: 0.3715
Total charge: 0
E_HOMO, eV: -8.9
Energy relative to the best compared isomer or geometry (same formula, charge and spin), kcal per mole: 31.68
Strongest force on any atom, eV Å⁻¹: 5.54
HOMO-LUMO gap, eV: 9.3

Geometry as XYZ:
```
22
Properties=species:S:1:pos:R:3:forces:R:3:nbo_charge:R:1
C -0.087 2.093 -0.090 3.710 -0.400 3.068 0.806
C -1.057 -0.121 -0.277 4.812 -0.685 2.649 0.403
C 0.950 -0.061 0.319 -3.652 -2.211 -0.636 0.389
C -1.834 -1.029 0.657 0.272 -0.611 1.950 -0.115
C 1.795 -0.908 -0.594 0.470 0.483 -0.383 -0.118
N -1.172 1.288 -0.156 -0.239 -0.751 -0.842 -0.667
N 1.105 1.257 0.095 -0.948 3.853 -0.865 -0.726
O 0.083 3.274 0.150 -1.571 -0.434 -1.354 -0.608
O -1.093 -0.723 -1.478 -0.724 -0.192 -1.748 -0.703
O 0.980 -0.413 1.658 0.624 -0.298 0.558 -0.714
O -3.189 -1.133 0.292 -0.703 1.271 2.733 -0.726
O 3.073 -0.225 -0.735 -1.444 -1.876 -3.088 -0.693
H -1.739 -0.746 1.773 -0.480 0.222 -1.958 0.209
H -1.469 -2.076 0.706 0.666 0.660 -0.636 0.189
H 1.315 -0.836 -1.569 0.251 -0.325 -0.134 0.175
H 1.921 -1.966 -0.311 -0.139 0.487 0.092 0.194
H -2.039 1.669 -0.384 -1.583 1.092 -0.229 0.413
H 1.889 1.839 0.456 -0.817 -0.798 -0.596 0.408
H -0.582 -0.263 -2.148 0.061 0.268 -0.069 0.487
H 1.215 0.399 2.121 -0.227 -0.106 0.370 0.475
H -3.341 -1.328 -0.598 0.250 -0.571 -2.202 0.476
H 3.277 0.010 0.114 1.411 0.921 3.319 0.446
```
Forces are in eV/Å.


Entry 3:
This record from the OMol25 dataset describes C25H24N6O4RuS8 as an isolated structure. The level of theory is ωB97M-V/def2-TZVPD.

Output
E_LUMO (spin up / spin down), eV: -0.1027 / 0.5699
Total charge: -1
E_HOMO (spin up / spin down), eV: -3.9 / -4.7
Energy relative to the best compared isomer or geometry (same formula, charge and spin), kcal per mole: 77.19
Strongest force on any atom, eV Å⁻¹: 2.51
Multiplicity: 2
HOMO-LUMO gap (spin up / spin down), eV: 3.8 / 5.2

Geometry as XYZ:
```
68
Properties=species:S:1:pos:R:3:forces:R:3:nbo_charge:R:1
Ru 0.794 0.481 -1.822 -1.341 -1.000 -1.872 0.526
S -0.898 -1.029 -0.786 -0.118 0.181 -0.061 0.131
S -1.705 -2.137 -2.155 0.249 0.526 0.269 -0.181
S -1.924 0.188 -4.283 -0.081 0.202 0.062 -0.267
S -0.811 1.500 -3.357 0.441 -1.018 1.101 -0.024
O -3.796 3.472 3.615 0.072 0.123 0.075 -0.670
C -2.516 3.905 3.523 -0.234 0.379 0.511 0.776
O -2.102 4.694 4.341 -0.225 -0.343 -0.268 -0.589
C -1.708 3.401 2.401 0.531 -0.254 -0.641 -0.221
C -0.447 3.980 2.207 -0.521 0.040 0.297 -0.135
C 0.363 3.605 1.169 0.140 -0.404 -0.499 -0.253
C -0.054 2.630 0.235 -1.111 0.496 1.291 0.161
C -1.313 2.038 0.446 0.414 -0.081 -0.489 -0.161
C -2.110 2.401 1.503 -0.008 0.414 0.503 -0.175
N 0.703 2.268 -0.840 1.375 -0.046 -1.386 -0.389
C 1.645 3.098 -1.310 -0.926 0.051 0.748 0.004
C 2.528 2.663 -2.295 0.780 -0.170 -0.776 0.109
C 3.606 3.438 -2.793 -0.366 -0.107 0.244 -0.209
C 4.476 2.891 -3.691 -0.032 -0.184 -0.035 -0.184
C 4.274 1.570 -4.122 -0.231 0.162 0.213 -0.279
C 3.191 0.873 -3.624 0.585 -0.449 -0.681 0.085
N 2.337 1.388 -2.755 -0.272 0.925 0.897 -0.385
H -4.003 2.853 2.906 0.054 -0.020 0.018 0.485
H -0.133 4.747 2.901 0.052 -0.025 0.061 0.235
H 1.348 4.036 1.088 0.110 0.051 0.010 0.211
H -1.665 1.303 -0.266 0.019 0.082 0.080 0.229
H -3.053 1.884 1.619 -0.062 -0.067 -0.034 0.200
H 1.718 4.111 -0.940 0.008 0.034 0.032 0.196
H 3.719 4.447 -2.430 0.083 0.132 0.050 0.214
H 5.320 3.455 -4.055 0.065 0.114 -0.053 0.213
H 4.953 1.103 -4.815 -0.004 -0.107 -0.062 0.219
H 3.012 -0.148 -3.939 -0.073 0.084 0.168 0.223
O 3.933 -1.558 -1.100 0.356 -0.254 0.394 -0.979
S 3.117 -1.005 0.000 -0.649 0.997 -1.285 1.403
N 1.973 -0.141 -0.408 0.830 -0.819 1.352 -0.939
C 1.941 -3.721 -2.401 0.124 0.226 0.464 -0.437
N 1.434 -3.397 -3.719 0.012 0.169 0.093 -0.413
C 1.282 -4.456 -4.685 -0.114 -0.012 -0.337 -0.403
C 1.040 -2.137 -3.945 -0.121 0.131 -0.260 0.752
C 0.515 -1.803 -5.318 0.112 0.157 0.085 -0.718
O 1.139 -1.287 -3.057 0.277 0.110 0.272 -0.673
H 2.530 -4.632 -2.451 0.021 -0.059 -0.021 0.192
H 1.124 -3.845 -1.689 -0.053 -0.093 0.070 0.223
H 2.570 -2.904 -2.048 -0.009 -0.191 -0.037 0.263
H 1.508 -5.402 -4.198 -0.008 0.012 -0.034 0.216
H 1.962 -4.326 -5.532 -0.010 -0.084 -0.001 0.192
H 0.262 -4.505 -5.065 -0.029 -0.044 -0.028 0.204
H 1.171 -2.162 -6.109 0.086 -0.146 -0.016 0.213
H 0.402 -0.725 -5.403 0.005 -0.118 0.067 0.256
H -0.469 -2.254 -5.440 -0.058 -0.002 -0.052 0.247
S -2.790 -4.595 5.427 -0.214 -0.535 0.343 -0.228
C -2.007 -3.769 4.233 0.100 -0.258 -0.011 -0.115
S -1.120 -4.600 2.973 -0.044 1.205 0.140 0.363
C -0.570 -2.992 2.361 -0.729 -0.948 0.804 -0.116
N -1.066 -2.034 3.056 0.487 0.983 -0.728 -0.333
N -1.874 -2.430 4.065 -0.237 -1.178 0.016 -0.260
C -2.465 -1.395 4.818 -0.175 0.516 0.245 0.215
C -3.584 -1.576 5.625 -0.063 -0.230 -0.079 -0.256
C -4.125 -0.500 6.308 0.044 0.138 -0.010 -0.214
C -3.572 0.762 6.189 -0.087 0.060 0.062 -0.215
C -2.461 0.942 5.381 -0.041 0.025 0.005 -0.216
C -1.908 -0.121 4.694 0.044 -0.009 0.015 -0.246
S 0.481 -2.880 1.073 0.638 0.267 -1.348 -0.207
H -4.037 -2.549 5.722 0.055 0.068 -0.035 0.250
H -4.991 -0.660 6.936 -0.049 -0.001 -0.001 0.206
H -4.007 1.607 6.703 -0.018 0.061 0.079 0.209
H -2.028 1.925 5.283 0.102 0.103 -0.003 0.215
H -1.059 0.017 4.045 0.045 0.034 0.004 0.252
```
Forces are in eV/Å.


What are the DFT total energy values for these records? In order: -692.59928; -682.16625; -4877.03008 Ha.